Below is an isolated molecule of C24H23BrN2O4, with properties calculated with the ωB97M-V functional and the def2-TZVPD basis.

The energy above the lowest of the compared OMol25 structures with the same formula, charge and spin comes out at 0.00 kcal per mole. Its HOMO energy is -0.312 Ha. As for the lowest unoccupied orbital energy: 0.68 eV. The frontier orbital gap is 9.16 eV. As for the molar mass: 483.362 g mol⁻¹. The calculation puts the maximum force at 0.7 eV/A. As for the total energy: -3912.89732 Eh. Its total charge is 0.

Atoms and positions in Å:
C -1.8966 -2.2060 -1.3517
H -1.8095 -2.3845 -0.2785
H -2.6457 -1.4322 -1.5270
H -2.1652 -3.1260 -1.8643
O -0.6355 -1.8049 -1.8835
C -0.3009 -0.5224 -1.7934
O -0.9831 0.3351 -1.2890
C 1.0718 -0.2877 -2.4176
N 1.7731 0.8905 -1.9558
H 1.3853 1.7225 -2.3873
C 1.8103 1.1085 -0.5074
C 2.9587 2.0269 -0.1405
C 2.9788 2.6179 1.1168
C 4.0331 3.4295 1.4932
C 5.0797 3.6590 0.6159
C 5.0656 3.0720 -0.6372
C 4.0117 2.2576 -1.0137
H 3.9933 1.7976 -1.9895
H 5.8801 3.2461 -1.3249
H 5.9031 4.2929 0.9098
H 4.0380 3.8834 2.4732
H 2.1658 2.4386 1.8074
C 1.9995 -0.2085 0.2142
C 3.1482 -0.9339 -0.0728
C 3.3500 -2.1767 0.4925
C 2.4169 -2.7276 1.3536
C 1.2851 -2.0026 1.6640
C 1.0645 -0.7412 1.1107
N -0.0689 -0.0146 1.4833
C -1.2967 -0.5231 1.7883
O -1.5937 -1.6885 1.8594
O -2.1397 0.4989 2.0263
C -3.5020 0.1353 2.2533
C -4.2015 -0.2131 0.9650
C -4.0972 0.6428 -0.1247
C -4.7248 0.3317 -1.3174
C -5.4646 -0.8344 -1.4295
C -5.5671 -1.6916 -0.3472
C -4.9341 -1.3850 0.8451
H -5.0062 -2.0597 1.6850
H -6.1380 -2.6043 -0.4323
H -5.9570 -1.0761 -2.3600
H -4.6354 1.0006 -2.1607
H -3.5096 1.5439 -0.0381
H -3.9502 1.0192 2.7156
H -3.5413 -0.7088 2.9494
H -0.0718 0.9776 1.2914
H 0.5508 -2.4156 2.3350
H 2.5758 -3.7038 1.7841
Br 4.9318 -3.1464 0.0681
H 3.8721 -0.5163 -0.7553
H 0.8770 1.5860 -0.1705
H 1.6789 -1.1778 -2.2314
H 0.9373 -0.2009 -3.4994